Here is a structure of composition C19H18BrN9O5PtS from the OMol25 dataset. Energies are from wB97M-V/def2-TZVPD.

Kohn-Sham gap (eV): 6.53
HOMO level (eV): -20.1
Molar mass (g/mol): 759.46
Spin multiplicity: 1
Charge: +4

Each line ends with the natural charge from an NBO analysis.
Atoms and positions in Å:
Pt1 -0.250 -0.631 0.449  0.886
N1 -3.419 2.790 -1.245  -0.658
C1 -3.472 1.486 -1.440  0.569
N2 -4.474 0.985 -2.085  -0.502
C2 -4.647 -0.325 -2.288  0.642
N3 -5.670 -0.700 -3.001  -0.606
N4 -3.881 -1.348 -1.802  -0.460
C3 -2.832 -1.393 -1.111  0.726
N5 -2.253 0.909 -0.864  -0.118
C4 -1.450 -3.292 -0.160  0.508
C5 -1.649 -4.658 -0.179  -0.227
C6 -0.631 -5.464 0.294  -0.061
C7 0.539 -4.857 0.741  -0.212
C8 0.634 -3.488 0.739  0.063
N6 -0.368 -2.680 0.310  -0.498
H1 -4.191 3.364 -1.566  0.463
H2 -2.657 3.234 -0.760  0.426
H3 -6.300 -0.010 -3.392  0.459
H4 -5.851 -1.683 -3.164  0.457
H5 -2.575 -5.048 -0.578  0.283
H6 -0.737 -6.541 0.294  0.281
H7 1.380 -5.438 1.092  0.278
H8 1.533 -3.006 1.081  0.226
O1 3.630 -1.673 5.046  -0.569
C9 2.752 -1.428 4.108  0.444
C10 1.358 -1.402 4.302  -0.301
C11 0.543 -1.131 3.236  0.061
N7 1.028 -0.880 1.996  -0.569
C12 2.371 -0.922 1.822  0.132
Br1 2.875 -0.656 0.023  0.155
C13 3.265 -1.184 2.816  -0.306
H9 3.245 -1.832 5.922  0.527
H10 0.921 -1.588 5.274  0.275
H11 -0.532 -1.104 3.350  0.243
H12 4.331 -1.211 2.638  0.296
O2 -2.472 -2.588 -0.739  -0.423
N8 -1.930 -0.272 -0.703  -0.163
N9 0.074 1.456 0.730  -0.784
C14 0.969 2.238 -0.146  0.117
C15 0.977 2.041 -1.516  -0.152
C16 1.835 2.788 -2.321  -0.235
C17 2.642 3.701 -1.682  0.256
C18 2.671 3.929 -0.325  -0.188
C19 1.798 3.179 0.451  -0.191
S1 3.452 5.287 -3.662  2.479
O3 2.148 5.312 -4.171  -0.681
O4 4.620 5.911 -4.092  -0.610
O5 3.668 4.449 -2.416  -0.618
H13 -0.825 1.936 0.757  0.420
H14 0.450 1.540 1.674  0.424
H15 0.352 1.291 -1.981  0.227
H16 1.869 2.624 -3.390  0.268
H17 3.347 4.650 0.114  0.287
H18 1.788 3.335 1.524  0.254